Entry 1:
Density functional theory data (ωB97M-V/def2-TZVPD) for C2H6N2OS as an isolated structure.

Computed properties:
charge	0
Kohn-Sham gap	8.841	eV
multiplicity	1
HOMO	-8.480	eV
energy above the lowest of the compared OMol25 structures with the same formula, charge and spin	776.11	kJ/mol

Last column: Löwdin charge in e.
Geometry (Å):
C 0.987 1.954 -1.369  -0.50
C -0.967 -1.006 0.173  -0.33
H 0.222 1.882 -2.297  0.04
H 0.740 3.327 -1.012  0.12
H 2.553 1.561 -1.635  0.16
H -1.496 -1.867 -0.517  0.18
H 0.112 -0.833 1.917  0.10
H -0.400 -2.669 1.313  0.10
N -0.513 -0.009 -0.506  -0.38
N -0.901 -0.965 1.640  -0.06
O -0.928 -2.382 2.151  -0.13
S 0.591 1.007 0.142  0.71

Cartesian forces (eV/Å) of the 3 atoms listed first:
C 1.2161 3.0775 -0.3113
C -0.8375 0.5971 -1.3041
H 2.1546 -0.5923 2.2618

Entry 2:
Density functional theory data (ωB97M-V/def2-TZVPD) for one molecule with the formula C4H4O3.

Computed properties:
charge	0
Kohn-Sham gap	10.640	eV
multiplicity	1
HOMO	-10.051	eV
SMILES	Cc1coc(=O)o1
energy above the lowest of the compared OMol25 structures with the same formula, charge and spin	255.71	kJ/mol

Last column: Löwdin charge in e.
Geometry (Å):
C 2.158 -0.751 -1.038  -0.03
C 0.761 -0.080 -0.708  -0.26
C -0.355 -0.067 -1.280  -0.09
C -0.844 0.187 0.882  -0.39
H 2.016 -1.752 -0.397  0.13
H 2.168 -0.915 -2.170  0.08
H 3.114 -0.094 -0.867  0.10
H -0.743 -0.393 -2.363  0.19
O -1.475 0.290 -0.425  0.05
O -1.295 0.349 1.962  0.17
O 0.660 0.289 0.795  0.04

Cartesian forces (eV/Å) of the 3 atoms listed first:
C -1.3249 0.2002 -0.1740
C 7.0338 -0.2311 4.6526
C -6.6208 -0.2867 -4.1719

Entry 3:
Density functional theory data (ωB97M-V/def2-TZVPD) for one molecule with the formula C4H7IN2.

Computed properties:
charge	0
Kohn-Sham gap (alpha / beta)	7.591 / 7.593	eV
multiplicity	1
HOMO (alpha / beta)	-7.652 / -7.652	eV
energy above the lowest of the compared OMol25 structures with the same formula, charge and spin	470.17	kJ/mol

Last column: Löwdin charge in e.
Geometry (Å):
C 0.331 1.766 0.426  -0.13
C -0.525 1.947 -0.514  0.06
C 0.803 0.303 0.653  -0.13
C 0.233 -1.876 -0.387  -0.07
N -1.002 0.008 -0.931  -0.24
N -0.012 -0.498 -0.240  -0.40
I -2.982 -0.167 0.256  0.27
H 0.970 2.498 0.979  0.13
H -1.082 2.682 -1.034  0.07
H 1.801 0.086 0.528  0.09
H 0.532 0.006 1.712  0.14
H -0.472 -2.104 -1.061  0.04
H 1.137 -2.105 -0.852  0.07
H 0.267 -2.547 0.466  0.10

Cartesian forces (eV/Å) of the 3 atoms listed first:
C 3.0565 -0.9638 0.9007
C -1.2774 -3.8232 -0.6597
C -4.4566 0.8126 1.6536

Entry 4:
Density functional theory data (ωB97M-V/def2-TZVPD) for a 9-piece molecular cluster, BF4H16O8 overall.

Computed properties:
charge	-1
Kohn-Sham gap	10.739	eV
multiplicity	1
HOMO	-7.810	eV
energy above the lowest of the compared OMol25 structures with the same formula, charge and spin	112.98	kJ/mol

Last column: Löwdin charge in e.
Geometry (Å):
B -0.709 0.209 0.919  -1.28
F 0.116 -0.852 0.452  0.10
F -1.996 -0.304 0.831  0.13
F -0.390 0.484 2.240  0.14
F -0.697 1.366 0.171  0.15
O 1.217 0.097 -1.962  -0.01
H 0.796 -0.660 -1.644  0.00
H 1.616 0.585 -1.248  0.04
O 2.098 -0.054 2.847  -0.04
H 1.272 0.154 2.410  -0.02
H 2.459 0.804 2.975  0.01
O 2.731 -1.632 -0.033  -0.09
H 2.589 -2.493 0.370  0.03
H 2.007 -1.041 0.369  0.03
O -0.867 2.966 -2.183  -0.03
H -1.631 2.868 -2.714  0.03
H -0.954 2.416 -1.404  0.00
O 1.570 3.773 -0.891  -0.05
H 0.680 3.509 -1.087  -0.03
H 1.858 2.945 -0.496  0.02
O -2.283 -2.823 -0.173  -0.02
H -2.978 -2.595 -0.721  -0.01
H -2.195 -2.008 0.291  -0.03
O -0.865 -3.187 2.306  -0.04
H -1.079 -2.278 2.312  -0.01
H -0.147 -3.207 1.651  0.04
O -1.623 0.182 -2.157  -0.05
H -1.930 0.706 -1.432  0.00
H -0.666 0.069 -1.999  0.00

Cartesian forces (eV/Å) of the 3 atoms listed first:
B -0.8507 -1.0630 0.2794
F 0.4974 0.6924 -0.0726
F -1.0353 -0.0835 0.3807

Entry 5:
Density functional theory data (ωB97M-V/def2-TZVPD) for one molecule with the formula C3H9NO.

Computed properties:
charge	0
Kohn-Sham gap	9.694	eV
multiplicity	1
HOMO	-8.562	eV
SMILES	CNCOC
energy above the lowest of the compared OMol25 structures with the same formula, charge and spin	180.01	kJ/mol

Last column: Löwdin charge in e.
Geometry (Å):
C 2.184 0.334 0.707  -0.08
O 0.813 0.342 1.086  -0.18
H 2.382 0.993 -0.130  0.08
H 2.476 -0.683 0.475  0.08
H 2.688 0.598 1.632  0.09
C -1.976 -0.032 -1.010  -0.14
C -0.104 -0.438 0.408  -0.32
N -0.600 0.266 -0.770  -0.11
H -2.332 0.175 -2.012  0.07
H -2.085 -1.094 -0.790  0.08
H -2.585 0.447 -0.231  0.08
H -0.861 -0.674 1.173  0.12
H 0.249 -1.437 0.100  0.13
H -0.250 1.202 -0.637  0.11

Cartesian forces (eV/Å) of the 3 atoms listed first:
C -0.7743 -0.6493 0.5538
O 0.3918 0.2633 0.3521
H 0.1957 0.2118 -0.0503

Entry 6:
Density functional theory data (ωB97M-V/def2-TZVPD) for a 5-piece molecular cluster, C31H60F3N5O8 overall.

Computed properties:
charge	0
Kohn-Sham gap	6.777	eV
multiplicity	1
HOMO	-7.812	eV
SMILES	O=C1OC(=O)C(C[C@H](O)C(F)(F)F)=C1CCCCn1cccc1.COC[C@@H](C)N.COC[C@@H](C)N.COC[C@@H](C)N.COC[C@@H](C)N

Last column: Löwdin charge in e.
Geometry (Å):
O 6.134 -6.677 -2.035  0.08
C 6.650 -5.735 -1.371  -0.27
O 7.378 -5.893 -0.140  0.08
C 7.740 -4.541 0.257  -0.27
O 8.359 -4.439 1.338  0.11
C 7.312 -3.432 -0.812  -0.01
C 7.588 -1.863 -0.837  -0.04
C 9.149 -1.485 -0.562  -0.22
O 9.521 -1.637 0.822  -0.03
C 9.269 0.098 -0.937  -0.33
F 8.119 0.786 -0.404  0.05
F 9.197 0.264 -2.360  0.05
F 10.398 0.727 -0.359  0.08
C 6.636 -4.178 -1.816  -0.03
C 5.967 -3.773 -3.204  -0.12
C 5.147 -2.394 -3.194  -0.20
C 4.097 -2.239 -1.989  -0.18
C 2.741 -3.064 -2.316  -0.14
N 1.671 -2.783 -1.286  -0.17
C 1.648 -1.652 -0.356  -0.08
C 0.420 -1.717 0.587  -0.06
C -0.272 -3.027 0.052  -0.09
C 0.521 -3.666 -1.131  -0.06
H 6.997 -1.418 0.055  0.15
H 7.318 -1.342 -1.814  0.11
H 9.869 -2.058 -1.243  0.17
H 10.488 -1.429 0.900  0.12
H 6.743 -3.813 -4.055  0.14
H 5.210 -4.615 -3.455  0.12
H 4.519 -2.386 -4.169  0.11
H 5.824 -1.457 -3.282  0.11
H 3.774 -1.126 -1.987  0.11
H 4.518 -2.447 -0.948  0.11
H 2.327 -2.732 -3.352  0.12
H 2.925 -4.193 -2.378  0.13
H 2.446 -0.829 -0.305  0.10
H 0.129 -1.018 1.433  0.08
H -1.235 -3.407 0.539  0.07
H 0.281 -4.611 -1.734  0.11
C -0.211 -2.225 -6.510  -0.07
C 0.804 -1.163 -6.097  -0.43
C 0.887 0.023 -7.079  -0.20
O 1.609 -0.255 -8.276  -0.19
C 0.852 -0.916 -9.277  -0.11
N 2.113 -1.802 -5.910  0.03
H 0.143 -2.847 -7.334  0.06
H -0.421 -2.895 -5.672  0.08
H -1.158 -1.766 -6.811  0.08
H 0.477 -0.764 -5.130  0.14
H 1.442 0.830 -6.586  0.12
H -0.106 0.428 -7.310  0.12
H -0.194 -0.597 -9.283  0.09
H 0.921 -1.998 -9.150  0.07
H 1.292 -0.672 -10.247  0.09
H 2.765 -1.110 -5.544  0.07
H 2.483 -2.012 -6.838  0.07
C -5.051 -1.082 3.708  -0.07
C -4.395 -0.147 2.696  -0.42
C -3.357 -0.846 1.795  -0.19
O -2.106 -1.100 2.428  -0.22
C -2.078 -2.275 3.221  -0.11
N -3.807 0.993 3.412  0.02
H -4.392 -1.325 4.544  0.07
H -5.944 -0.615 4.133  0.08
H -5.360 -2.018 3.234  0.08
H -5.191 0.231 2.045  0.13
H -3.130 -0.174 0.960  0.12
H -3.761 -1.764 1.351  0.12
H -2.696 -3.073 2.801  0.09
H -2.390 -2.049 4.243  0.08
H -1.044 -2.627 3.266  0.09
H -3.454 1.661 2.728  0.07
H -2.962 0.656 3.876  0.09
C -6.564 5.543 0.920  -0.07
C -5.589 4.371 0.978  -0.43
C -5.566 3.525 -0.313  -0.20
O -6.676 2.643 -0.456  -0.20
C -7.845 3.250 -0.981  -0.11
N -5.898 3.552 2.155  0.06
H -7.604 5.230 1.029  0.06
H -6.357 6.249 1.729  0.08
H -6.469 6.087 -0.025  0.08
H -4.586 4.793 1.108  0.14
H -4.683 2.878 -0.274  0.12
H -5.451 4.152 -1.205  0.12
H -7.613 4.026 -1.715  0.09
H -8.453 3.659 -0.172  0.07
H -8.435 2.474 -1.474  0.09
H -5.188 2.826 2.243  0.04
H -6.749 3.029 1.945  0.07
C -3.056 5.509 6.092  -0.08
C -3.782 4.171 5.983  -0.43
C -3.824 3.385 7.310  -0.20
O -2.601 2.735 7.647  -0.19
C -1.646 3.572 8.276  -0.11
N -3.172 3.382 4.908  0.04
H -1.970 5.395 6.134  0.06
H -3.276 6.132 5.221  0.07
H -3.376 6.059 6.982  0.08
H -4.818 4.390 5.701  0.13
H -4.560 2.581 7.200  0.12
H -4.172 4.011 8.140  0.12
H -2.114 4.317 8.926  0.09
H -1.019 4.059 7.527  0.07
H -0.996 2.941 8.887  0.09
H -3.719 2.531 4.775  0.03
H -2.275 3.039 5.256  0.07

Cartesian forces (eV/Å) of the 3 atoms listed first:
O 2.4435 4.0830 3.3360
C -1.2495 -1.6473 -2.2509
O -1.3549 2.7625 -2.3972

Entry 7:
Density functional theory data (ωB97M-V/def2-TZVPD) for C16H25ClNO5P2PrS as an isolated structure.

Computed properties:
charge	+2
Kohn-Sham gap (alpha / beta)	6.403 / 6.708	eV
multiplicity	3
HOMO (alpha / beta)	-14.266 / -14.267	eV

Last column: Löwdin charge in e.
Geometry (Å):
C -2.482 -0.559 -6.621  -0.04
C -2.167 -0.600 -5.158  -0.75
H -3.180 0.260 -6.804  0.10
H -2.943 -1.498 -6.945  0.11
H -1.569 -0.384 -7.198  0.10
O -2.600 0.106 -4.271  0.03
Cl -0.965 -1.892 -4.709  0.63
Pr 0.099 -0.748 -1.102  1.01
P -2.432 -1.417 -0.084  0.76
C -3.648 -1.018 1.178  -0.21
C -3.333 -2.166 -1.484  -0.23
H -4.009 -2.942 -1.106  0.08
H -2.529 -3.650 0.760  0.08
H -2.629 -2.595 -2.204  0.03
H -0.914 -3.380 -0.008  0.05
H -4.240 -0.153 0.848  0.07
H -3.880 -1.374 -2.000  0.06
C -1.684 -2.952 0.655  -0.21
H -4.315 -1.885 1.360  0.09
H -1.240 -2.718 1.632  0.07
H -3.130 -0.738 2.112  0.06
P 1.464 1.795 -1.595  0.77
C 1.723 3.473 -0.952  -0.23
C 3.132 1.046 -1.226  -0.23
H 1.643 1.008 -3.890  0.05
H 2.562 2.530 -3.655  0.07
H 0.765 2.545 -3.784  0.06
C 1.635 1.995 -3.413  -0.24
H 3.197 0.034 -1.652  0.05
H 3.876 1.701 -1.701  0.07
H 2.623 3.940 -1.390  0.08
H 1.835 3.440 0.140  0.07
H 3.288 0.991 -0.140  0.06
H 0.847 4.092 -1.178  0.06
C -0.992 1.120 -0.040  -0.21
O -1.420 2.067 0.473  0.18
O -1.301 -0.654 4.822  -0.27
S -0.566 0.390 4.157  0.67
O -0.926 1.761 4.415  -0.26
N -0.446 0.044 2.506  -0.01
C 0.770 -0.360 2.157  -0.44
O 1.058 -0.848 0.979  -0.22
C 1.774 -0.191 3.223  -0.15
C 3.166 -0.349 3.217  0.00
C 3.904 -0.153 4.390  -0.04
C 3.264 0.203 5.583  -0.02
C 1.871 0.382 5.584  0.00
C 1.162 0.191 4.402  -0.22
H 3.689 -0.614 2.302  0.11
H 4.994 -0.274 4.418  0.12
H 3.842 0.343 6.501  0.13
H 1.355 0.655 6.494  0.13

Cartesian forces (eV/Å) of the 3 atoms listed first:
C -0.1210 0.1736 0.1039
C -1.2532 1.7869 1.5813
H 0.0820 -0.1004 0.1306

Entry 8:
Density functional theory data (ωB97M-V/def2-TZVPD) for C16H40O20S5V2 as an isolated structure.

Computed properties:
charge	+2
Kohn-Sham gap (alpha / beta)	4.715 / 4.968	eV
multiplicity	3
HOMO (alpha / beta)	-15.225 / -15.225	eV

Last column: Löwdin charge in e.
Geometry (Å):
O 9.404 9.836 -18.620  -0.14
V 7.965 9.759 -19.291  1.26
O 5.159 12.730 -16.906  -0.14
V 5.188 11.563 -18.046  1.31
C 6.033 9.033 -17.648  -0.70
O 5.693 9.848 -16.731  0.00
O 7.223 8.549 -17.713  -0.05
O 5.805 9.527 -18.819  -0.20
O 7.263 10.505 -21.222  -0.41
S 7.175 11.137 -22.572  0.72
O 8.132 10.832 -23.590  -0.20
O 5.715 10.923 -23.222  -0.24
C 5.342 9.535 -23.491  -0.20
C 4.705 8.916 -22.268  -0.06
C 7.075 12.944 -22.478  -0.07
H 6.140 8.955 -23.954  0.14
H 4.552 9.613 -24.239  0.14
H 4.091 8.050 -22.511  0.10
H 4.037 9.592 -21.721  0.08
H 5.431 8.722 -21.473  0.04
H 8.057 13.403 -22.400  0.09
H 6.587 13.232 -21.540  0.06
H 6.396 13.286 -23.253  0.09
O 8.589 7.461 -13.629  -0.28
S 7.660 8.378 -13.017  0.64
O 7.435 8.528 -11.600  -0.25
O 7.956 9.878 -13.557  -0.24
C 8.903 10.122 -14.603  -0.28
C 9.533 11.478 -14.431  -0.06
C 6.020 8.097 -13.688  -0.11
H 8.480 9.937 -15.595  0.09
H 9.720 9.407 -14.466  0.11
H 8.789 12.273 -14.569  0.08
H 10.369 11.685 -15.093  0.09
H 9.779 11.656 -13.383  0.10
H 5.294 8.678 -13.123  0.07
H 5.826 7.064 -13.398  0.08
H 6.034 8.398 -14.731  0.04
O 4.189 5.244 -21.630  -0.27
S 4.019 5.345 -20.198  0.61
O 3.001 6.200 -19.682  -0.30
O 3.839 3.864 -19.600  -0.25
C 3.940 3.708 -18.161  -0.25
C 3.538 2.267 -17.876  -0.05
C 5.665 5.865 -19.506  -0.09
H 3.339 4.470 -17.669  0.12
H 4.996 3.753 -17.881  0.11
H 2.451 2.215 -17.806  0.09
H 4.035 1.915 -16.976  0.09
H 3.794 1.629 -18.719  0.09
H 5.538 6.411 -18.575  0.04
H 6.210 6.430 -20.260  0.06
H 6.283 4.986 -19.327  0.07
O 10.443 7.236 -18.727  -0.31
S 10.324 6.163 -17.767  0.60
O 9.627 4.947 -18.076  -0.28
O 11.801 5.828 -17.334  -0.25
C 12.068 4.655 -16.554  -0.23
C 12.691 5.135 -15.229  -0.06
C 9.631 6.792 -16.212  -0.11
H 12.818 4.048 -17.056  0.13
H 11.151 4.108 -16.348  0.11
H 12.114 5.855 -14.648  0.06
H 13.597 5.702 -15.468  0.08
H 13.043 4.387 -14.518  0.09
H 9.801 7.868 -16.151  0.05
H 10.054 6.281 -15.358  0.05
H 8.542 6.779 -16.215  0.05
O 0.623 10.676 -17.426  -0.20
S 1.883 10.011 -17.592  0.70
O 3.177 10.719 -17.458  -0.38
O 1.910 8.711 -16.658  -0.23
C 1.622 8.892 -15.250  -0.24
C 2.045 7.679 -14.491  -0.06
C 1.990 9.244 -19.210  -0.09
H 0.549 9.063 -15.125  0.13
H 2.074 9.777 -14.799  0.13
H 2.674 7.060 -15.140  0.08
H 1.306 6.941 -14.172  0.09
H 2.551 7.937 -13.561  0.08
H 1.133 8.589 -19.343  0.10
H 2.924 8.704 -19.364  0.04
H 2.031 10.028 -19.968  0.08

Cartesian forces (eV/Å) of the 3 atoms listed first:
O -3.5606 0.7102 -1.8217
V 2.1080 -2.8409 1.7469
O 0.7007 -3.3922 -3.9743

no.,calculated total energy (a.u.)
1,-662.4713
2,-380.4496
3,-563.6336
4,-1036.1559
5,-249.6451
6,-2392.2041
7,-3113.2019
8,-6016.5705